Record 1
Formula: C35H36FN4O4SW
Source: the Open Molecules 2025 dataset
Level of theory: ωB97M-V with the def2-TZVPD basis set

CARTESIAN COORDINATES (ANGSTROEM)
W1 -0.8940 -0.0670 -0.8441
C1 -0.8905 -1.0114 2.5250
C2 -0.9582 -2.1789 1.5964
C3 -0.7529 -3.4464 2.1239
C4 -0.8517 -4.5673 1.3230
C5 -1.1894 -4.3994 -0.0052
C6 -1.3937 -3.1161 -0.4803
N1 -1.2570 -2.0100 0.2893
C7 -1.8213 -2.8369 -1.8512
C8 -2.2330 -3.7863 -2.7684
C9 -2.7132 -3.3582 -3.9949
C10 -2.8074 -2.0015 -4.2483
C11 -2.3681 -1.1014 -3.2905
N2 -1.8478 -1.5268 -2.1292
C12 -2.5218 0.3511 -3.3861
C13 -2.8539 0.9649 -4.5760
C14 -3.0792 2.3290 -4.5807
C15 -3.0181 3.0032 -3.3824
C16 -2.6711 2.3417 -2.2071
C17 -2.6663 3.1333 -0.9409
N3 -2.3723 1.0243 -2.2118
H1 -0.0839 -1.1587 3.2435
H2 -1.8282 -0.9442 3.0801
H3 -0.7376 -0.0722 2.0097
H4 -0.5107 -3.5377 3.1739
H5 -0.6742 -5.5538 1.7292
H6 -1.2837 -5.2457 -0.6682
H7 -2.1996 -4.8378 -2.5268
H8 -3.0456 -4.0750 -4.7327
H9 -3.2392 -1.6511 -5.1732
H10 -2.9148 0.3901 -5.4872
H11 -3.3192 2.8484 -5.4984
H12 -3.2349 4.0608 -3.3277
H13 -1.7100 3.6356 -0.7921
H14 -2.8371 2.4935 -0.0885
H15 -3.4499 3.8890 -0.9957
C18 5.2886 3.8570 0.7489
C19 5.3747 2.4574 1.3317
C20 6.6221 1.7312 0.8561
C21 6.7431 0.3897 1.5549
C22 5.4817 -0.4096 1.3779
C23 5.5035 -1.7821 1.4678
C24 4.3415 -2.5217 1.2703
F1 4.4158 -3.8572 1.3684
C25 3.1518 -1.9318 0.9632
C26 3.1031 -0.5347 0.8717
C27 1.8477 0.1043 0.5116
O1 0.8389 -0.6282 0.2922
C28 1.8451 1.5126 0.4793
C29 3.0120 2.1951 0.7241
N4 4.1803 1.6241 0.9998
C30 4.2578 0.2300 1.0895
C31 0.6122 2.3243 0.2809
O2 0.6341 3.5340 0.3453
O3 -0.4928 1.6421 0.0974
H16 6.2406 4.3540 0.9298
H17 4.5172 4.4701 1.2112
H18 5.1216 3.8273 -0.3289
H19 5.4072 2.5222 2.4243
H20 7.4893 2.3542 1.0723
H21 6.5716 1.6015 -0.2287
H22 6.9289 0.5489 2.6215
H23 7.5896 -0.1788 1.1700
H24 6.4299 -2.3014 1.6782
H25 2.2619 -2.5148 0.7743
H26 2.9720 3.2728 0.6959
C32 -2.5924 2.0395 2.5745
C33 -3.6327 1.1764 1.8948
O4 -3.0977 0.2824 0.8956
C34 -4.1530 -0.4987 0.3221
C35 -4.6075 -1.6493 1.2007
H27 -3.1209 2.7687 3.1906
H28 -1.9684 2.5763 1.8650
H29 -1.9495 1.4636 3.2344
H30 -4.3785 1.8106 1.4011
H31 -4.1641 0.5852 2.6463
H32 -3.7657 -0.8876 -0.6190
H33 -4.9916 0.1640 0.0806
H34 -3.7791 -2.3256 1.4176
H35 -5.3738 -2.2161 0.6687
H36 -5.0444 -1.3205 2.1427
S1 0.5580 0.1575 -2.4732

Output
HOMO-LUMO gap (alpha / beta) = 5.75 / 6.83 eV
Charge = +1
LUMO energy (alpha / beta) = -2.889 / -3.400 eV
Highest occupied orbital energy (alpha / beta) = -8.644 / -10.229 eV
ΔE to the lowest compared entry with this formula, charge and spin = 0.0 kcal/mol
Spin multiplicity = 3


Record 2
Formula: C35H36IrN8O5
Source: the Open Molecules 2025 dataset
Level of theory: ωB97M-V with the def2-TZVPD basis set

CARTESIAN COORDINATES (ANGSTROEM)
Ir1 -0.8164 0.5451 -2.4469
C1 3.1155 3.2360 3.7334
O1 2.2470 2.1199 3.5120
C2 2.7735 1.1204 2.7287
C3 3.9142 0.4191 3.0744
C4 4.3562 -0.6247 2.2729
C5 3.6367 -0.9762 1.1423
C6 2.4789 -0.2900 0.8028
C7 2.0476 0.7706 1.5883
N1 0.8690 1.5116 1.3632
C8 -0.0233 1.3253 0.3462
N2 -1.3201 1.3482 0.7032
C9 -2.4736 1.2974 -0.1154
C10 -2.4609 1.0544 -1.4820
C11 -3.6852 1.0116 -2.1610
C12 -4.8764 1.2099 -1.4926
C13 -4.8895 1.4391 -0.1180
C14 -3.6909 1.4816 0.5655
O2 -3.5607 1.6968 1.9063
C15 -4.7511 1.9098 2.6587
N3 0.3205 1.1801 -0.9085
C16 1.6235 1.5514 -1.3747
C17 2.2225 2.7414 -0.9899
C18 3.4633 3.0963 -1.4936
C19 4.0933 2.2624 -2.4034
C20 3.4791 1.0950 -2.8381
C21 2.2348 0.7509 -2.3397
O3 1.5049 -0.3390 -2.7373
C22 1.8296 -1.0080 -3.9602
H1 2.5771 3.9244 4.3782
H2 3.3583 3.7213 2.7856
H3 4.0355 2.9251 4.2276
H4 4.4495 0.6891 3.9751
H5 5.2503 -1.1692 2.5432
H6 3.9691 -1.7934 0.5164
H7 1.9397 -0.5738 -0.0916
H8 0.5755 2.0662 2.1554
H9 -1.5170 1.3862 1.6925
H10 -3.6871 0.8396 -3.2312
H11 -5.8111 1.1896 -2.0366
H12 -5.8261 1.5884 0.3975
H13 -4.4357 2.0576 3.6868
H14 -5.4092 1.0415 2.5959
H15 -5.2765 2.7989 2.3073
H16 1.7065 3.3934 -0.2976
H17 3.9232 4.0257 -1.1893
H18 5.0628 2.5262 -2.8031
H19 3.9812 0.4663 -3.5591
H20 2.4449 -1.8806 -3.7451
H21 2.3463 -0.3488 -4.6544
H22 0.8854 -1.3114 -4.4085
C23 1.3832 -3.6154 3.3285
C24 -0.0616 -4.0678 3.1777
N4 -0.7653 -3.3694 2.0947
C25 -1.7366 -2.3502 2.4743
C26 -1.0944 -1.1823 3.2105
C27 -0.5408 -3.8156 0.8435
O4 0.1974 -4.7521 0.5847
C28 -1.2001 -3.1431 -0.3373
C29 -1.9728 -3.9115 -1.1992
C30 -2.4230 -3.3514 -2.3798
C31 -2.0582 -2.0573 -2.6959
N5 -1.2897 -1.3235 -1.8709
C32 -0.8976 -1.8483 -0.6978
H23 1.8520 -4.1394 4.1617
H24 1.4518 -2.5428 3.5159
H25 1.9435 -3.8452 2.4231
H26 -0.6287 -3.8842 4.0910
H27 -0.0971 -5.1360 2.9668
H28 -2.4844 -2.8202 3.1199
H29 -2.2634 -2.0069 1.5854
H30 -0.6765 -1.4980 4.1663
H31 -1.8438 -0.4164 3.4160
H32 -0.2823 -0.7506 2.6223
H33 -2.1978 -4.9389 -0.9458
H34 -3.0340 -3.9110 -3.0728
H35 -2.3437 -1.5902 -3.6270
H36 -0.2821 -1.2205 -0.0709
O5 -1.1874 0.3030 -4.5201
N6 -0.2447 1.2474 -4.4483
C33 -0.5398 2.3794 -5.0053
C34 0.3997 3.4534 -4.8372
N7 1.1353 4.3196 -4.6770
C35 -1.7333 2.5687 -5.7802
N8 -2.6883 2.7179 -6.3985

Output
HOMO-LUMO gap = 6.68 eV
Charge = +1
LUMO energy = -4.066 eV
Highest occupied orbital energy = -10.745 eV
ΔE to the lowest compared entry with this formula, charge and spin = 32.2 kcal/mol
Spin multiplicity = 1


Record 3
Formula: C35H37N12SeY
Source: the Open Molecules 2025 dataset
Level of theory: ωB97M-V with the def2-TZVPD basis set

CARTESIAN COORDINATES (ANGSTROEM)
Y1 0.0634 0.1010 -0.8199
C1 0.4910 -3.1299 0.5069
C2 0.2675 -3.3007 -0.9826
N1 0.8177 -2.1713 -1.7616
C3 2.2816 -2.2045 -1.9180
C4 3.0054 -1.5451 -0.7683
C5 4.3214 -1.8645 -0.4770
C6 4.9486 -1.2052 0.5669
C7 4.2386 -0.2626 1.2941
C8 2.9284 0.0056 0.9390
C9 2.1308 1.0585 1.6670
N2 0.6749 0.8413 1.5780
C10 0.1474 -0.0453 2.6442
C11 0.4534 -1.4966 2.3104
N3 -0.0977 -1.8696 0.9986
N4 2.3273 -0.6230 -0.0786
H1 1.5594 -3.1047 0.7246
H2 0.0860 -3.9996 1.0326
H3 -0.8023 -3.3487 -1.1903
H4 0.7071 -4.2498 -1.3052
H5 0.4158 -2.2193 -2.6918
H6 2.5328 -1.6650 -2.8355
H7 2.6484 -3.2280 -2.0431
H8 4.8396 -2.6195 -1.0532
H9 5.9753 -1.4330 0.8210
H10 4.6930 0.2573 2.1270
H11 2.3539 2.0233 1.2062
H12 2.4621 1.1090 2.7097
H13 0.2251 1.7453 1.6845
H14 -1.8317 -0.7582 2.6916
H15 0.6259 0.1962 3.6036
H16 0.0747 -2.1365 3.1137
H17 1.5333 -1.6332 2.2781
H18 -1.1018 -2.0076 1.1059
N5 -3.7015 -1.3104 -3.0809
C12 -4.1400 -1.9494 -1.9451
C13 -3.1626 -1.7650 -1.0200
N6 -2.1355 -1.0256 -1.5648
C14 -2.4978 -0.7696 -2.8102
C15 -1.6252 -0.0117 -3.6901
N7 -0.4186 0.3359 -3.2810
C16 0.1390 1.0689 -4.3023
C17 -0.7405 1.1441 -5.3369
N8 -1.8595 0.4526 -4.9326
H19 -4.2049 -1.2726 -3.9523
H20 -5.0859 -2.4594 -1.9004
H21 -3.1536 -2.0954 0.0061
H22 1.1211 1.5006 -4.2141
H23 -0.6791 1.6183 -6.3002
H24 -2.7046 0.3597 -5.4722
C18 -5.2717 2.8918 -0.0228
C19 -4.7054 1.6656 0.2902
C20 -3.3388 1.4780 0.1404
C21 -2.5432 2.5193 -0.3163
C22 -3.1076 3.7513 -0.6383
C23 -4.4712 3.9311 -0.4843
N9 -1.1462 2.2603 -0.5147
N10 -0.4357 3.2865 -0.5553
C24 0.9259 3.1352 -0.9118
C25 1.6387 4.3369 -0.8584
C26 2.9685 4.3505 -1.2366
C27 3.5520 3.1688 -1.6783
C28 2.8175 1.9852 -1.7078
C29 1.4757 1.9067 -1.3244
H25 -6.3376 3.0401 0.0899
H26 -5.3214 0.8586 0.6667
H27 -2.8904 0.5270 0.4073
H28 -2.4798 4.5467 -1.0132
H29 -4.9156 4.8850 -0.7350
H30 1.1349 5.2379 -0.5320
H31 3.5396 5.2683 -1.2052
H32 4.5873 3.1699 -1.9975
H33 3.3384 1.0878 -2.0374
Se1 -3.9240 -1.4562 2.4229
N11 -1.2792 0.1019 2.7313
C30 -1.9188 1.1404 3.3358
C31 -1.2317 2.2679 3.8100
C32 -1.9139 3.3248 4.3732
C33 -3.3092 3.3182 4.4969
C34 -3.9972 2.2176 4.0743
C35 -3.3471 1.0894 3.4964
N12 -4.2037 0.1023 3.1639
H34 -0.1505 2.3054 3.7816
H35 -1.3494 4.1733 4.7386
H36 -3.8236 4.1598 4.9376
H37 -5.0726 2.1473 4.1687

Output
HOMO-LUMO gap = 6.44 eV
Charge = +2
LUMO energy = -6.110 eV
Highest occupied orbital energy = -12.548 eV
Spin multiplicity = 1


- Among the records above, which one has the highest charge?
  C35H37N12SeY


- Which of these has the highest spin multiplicity?
  C35H36FN4O4SW


- Which value of spin multiplicity does entry 2 give?
  1